Computed, not measured: C46H34AlF15Ge3N2OS3 as an isolated structure, with the ωB97M-V functional and the def2-TZVPD basis.

Element x y z (Å)
Al: 1.61528 0.98200 0.73857
C: -2.93432 -0.79990 5.40507
C: -1.74232 -0.49438 4.48849
Ge: -1.13252 -2.09341 3.50867
C: 0.47776 -2.82690 4.37473
C: 0.11574 -3.86782 5.44112
C: -2.48373 -3.53342 3.43245
C: -2.77018 -3.77365 2.14311
Ge: -1.76586 -2.37984 1.12953
C: -3.06366 -1.10406 0.35817
C: -4.23364 -1.76621 -0.38097
C: -0.31493 -2.83347 -0.13826
C: -0.62952 -3.85332 -1.23986
C: -3.73277 -4.78370 1.63064
C: -4.70802 -5.35088 2.45530
C: -5.61507 -6.27332 1.95762
C: -5.56749 -6.65532 0.62254
C: -4.60421 -6.10406 -0.20984
C: -3.70651 -5.17214 0.29163
H: -3.29832 0.10487 5.89834
H: -2.66109 -1.51612 6.18330
H: -3.76522 -1.22854 4.84034
H: -0.89770 -0.11628 5.07033
H: -2.00463 0.27568 3.76066
H: 1.02797 -1.99904 4.82891
H: 1.12826 -3.26890 3.61754
H: -0.51177 -3.43597 6.22483
H: 1.01579 -4.26471 5.91580
H: -0.42960 -4.70558 5.00246
H: -2.91736 -4.11825 4.24770
H: -2.52841 -0.42437 -0.30801
H: -3.43739 -0.50893 1.19538
H: -3.89251 -2.32581 -1.25551
H: -4.94602 -1.01305 -0.72925
H: -4.77536 -2.45938 0.26310
H: 0.52714 -3.17681 0.46625
H: -0.03490 -1.87384 -0.58696
H: -0.85095 -4.83482 -0.81893
H: 0.22037 -3.97531 -1.91792
H: -1.48384 -3.54026 -1.84587
H: -4.76194 -5.05399 3.49594
H: -6.36913 -6.69302 2.61294
H: -6.28503 -7.36647 0.23282
H: -4.55736 -6.39260 -1.25274
H: -2.96863 -4.72880 -0.36506
S: 1.76594 -0.91397 1.92523
C: 2.72416 -0.10194 3.16574
C: 3.55940 -0.96571 3.95996
N: 4.25318 -1.66729 4.55142
C: 2.73746 1.23216 3.39403
S: 1.86306 2.42080 2.43106
C: 3.47262 1.76636 4.51021
N: 4.02741 2.21329 5.41351
C: 3.97005 -0.54882 -1.96868
C: 3.99667 0.62481 -1.04839
O: 2.98096 0.85302 -0.38173
C: 5.16151 1.47788 -0.89996
C: 6.30749 1.25893 -1.67109
C: 7.41344 2.06894 -1.50930
C: 7.38435 3.10086 -0.57812
C: 6.24925 3.32727 0.19235
C: 5.14112 2.52132 0.03219
H: 2.98144 -0.99821 -1.95177
H: 4.70546 -1.28631 -1.64003
H: 4.22600 -0.25046 -2.98667
H: 6.33332 0.45552 -2.39641
H: 8.30014 1.89880 -2.10494
H: 8.25627 3.72892 -0.44703
H: 6.23005 4.13233 0.91407
H: 4.25622 2.68755 0.63498
F: 2.69265 3.04530 -1.61234
C: 2.04283 4.21693 -1.46425
C: 0.66968 4.24960 -1.63980
C: 0.05818 5.48438 -1.48662
F: -1.25977 5.62836 -1.64360
C: 0.77940 6.62493 -1.17637
F: 0.16790 7.79728 -1.03704
C: 2.14693 6.54224 -1.00410
F: 2.84519 7.62618 -0.69225
C: 2.79220 5.32885 -1.15611
F: 4.11441 5.24984 -0.99969
Ge: -0.25138 2.54790 -2.01455
S: -0.31390 1.16292 -0.34119
C: -2.11862 2.94335 -2.49621
C: -2.58679 2.99578 -3.80012
F: -1.76580 2.77574 -4.83801
C: -3.90296 3.29097 -4.10273
F: -4.31662 3.33333 -5.36781
C: -4.79217 3.54579 -3.07808
F: -6.05873 3.83095 -3.35330
C: -4.36076 3.51726 -1.76498
F: -5.21677 3.78636 -0.78241
C: -3.04016 3.22581 -1.49617
F: -2.64801 3.26943 -0.21987
C: 0.57343 1.70720 -3.59749
C: 0.14157 0.43342 -3.94335
F: -0.77788 -0.18648 -3.19471
C: 0.59147 -0.22887 -5.06822
F: 0.15053 -1.44848 -5.36764
C: 1.50231 0.39864 -5.89708
F: 1.94721 -0.21768 -6.98551
C: 1.94638 1.67145 -5.59418
F: 2.81817 2.27653 -6.40029
C: 1.47362 2.30784 -4.46299
F: 1.91290 3.55498 -4.24672

As for the gap between HOMO and LUMO: 6.0 eV. The value obtained for the HOMO energy is -8.00 eV. The largest force on an atom comes out at 0.9 eV Å⁻¹.

Löwdin population analysis, charges in e, atoms 1 to 99: -0.516, -0.185, -0.367, 0.834, -0.395, -0.176, -0.243, -0.349, 0.890, -0.365, -0.168, -0.383, -0.179, -0.243, -0.039, -0.085, -0.096, -0.080, -0.059, 0.063, 0.061, 0.059, 0.055, 0.049, 0.042, 0.041, 0.064, 0.068, 0.057, 0.059, -0.007, 0.058, 0.060, 0.063, 0.059, 0.034, 0.017, 0.059, 0.062, 0.061, 0.104, 0.101, 0.099, 0.102, 0.073, 0.773, -0.644, -0.269, 0.187, -0.667, 0.767, -0.265, 0.178, 0.046, -0.269, -0.022, -0.145, -0.003, -0.053, -0.038, -0.045, 0.002, 0.099, 0.116, 0.103, 0.117, 0.112, 0.115, 0.120, 0.096, 0.075, -0.228, -0.108, -0.197, 0.116, -0.132, 0.140, -0.123, 0.149, -0.128, 0.132, 0.786, 0.513, -0.127, -0.205, 0.102, -0.138, 0.133, -0.126, 0.147, -0.136, 0.138, -0.243, 0.083, -0.129, -0.238, 0.081, -0.139, 0.136

=====

Computed, not measured: C46H35I2N5O3ReS3 as an isolated structure, with the ωB97M-V functional and the def2-TZVPD basis.

Element x y z (Å)
Re: 0.22689 -1.36994 2.06923
I: 3.79191 -0.64083 5.80589
C: 1.72854 -0.80330 5.90977
C: 1.06804 -0.67010 7.15301
C: -0.29205 -0.77568 7.26074
I: -1.17638 -0.58548 9.13474
C: -1.08003 -1.01213 6.09833
C: -2.48148 -1.16136 6.05597
C: -3.11700 -1.39064 4.86106
C: -2.36974 -1.46098 3.68279
N: -1.05383 -1.32345 3.68702
C: -0.40028 -1.11846 4.87446
C: 1.00736 -1.03902 4.76800
O: 1.53719 -1.20202 3.55049
H: 1.66424 -0.48776 8.03643
H: -3.04928 -1.09904 6.97504
H: -4.18889 -1.51495 4.81584
H: -2.82786 -1.62471 2.71624
N: -1.14262 -1.67769 0.62594
S: -0.99019 -1.83595 -0.84928
N: 0.19842 -1.05777 -1.63936
S: 0.26284 0.46751 -1.86229
N: -0.09414 1.45454 -0.71060
S: 0.54167 1.56826 0.77433
N: 0.16439 0.56446 1.80372
C: 2.29667 1.76666 0.63668
C: 2.82319 2.73343 -0.21414
C: 4.19568 2.88572 -0.27077
C: 5.01928 2.08542 0.51626
C: 4.47590 1.13577 1.36674
C: 3.09904 0.96885 1.43893
C: -0.07164 3.15600 1.23979
C: -0.38031 4.13010 0.29950
C: -0.79702 5.37250 0.74867
C: -0.89277 5.62596 2.11102
C: -0.57651 4.64086 3.03615
C: -0.15889 3.39189 2.60544
C: -0.86055 0.95254 -3.13694
C: -0.72524 0.29575 -4.35699
C: -1.62054 0.59081 -5.36829
C: -2.63923 1.51230 -5.14657
C: -2.77258 2.13643 -3.91544
C: -1.87647 1.86165 -2.89153
C: 1.88637 0.70435 -2.50926
C: 2.90042 -0.14913 -2.09848
C: 4.18748 0.10762 -2.54705
C: 4.43546 1.18383 -3.38764
C: 3.40580 2.03242 -3.77753
C: 2.11626 1.80408 -3.33075
C: -0.68345 -3.49207 -1.38366
C: -1.47326 -4.46272 -0.77591
C: -1.26578 -5.79055 -1.10794
C: -0.27962 -6.13075 -2.02604
C: 0.50393 -5.14938 -2.61746
C: 0.30805 -3.81312 -2.29998
C: -2.48925 -1.33346 -1.64495
C: -3.36230 -0.53233 -0.92457
C: -4.50603 -0.06610 -1.55633
C: -4.75644 -0.40453 -2.87896
C: -3.86751 -1.20698 -3.58551
C: -2.72049 -1.67874 -2.97006
H: 2.17735 3.36430 -0.81176
H: 4.62543 3.63578 -0.92089
H: 6.09231 2.21741 0.47264
H: 5.11647 0.52785 1.99104
H: 2.67057 0.24983 2.12572
H: -0.30635 3.92069 -0.75830
H: -1.04806 6.14439 0.03428
H: -1.21806 6.59908 2.45311
H: -0.65485 4.84348 4.09522
H: 0.08512 2.60832 3.31027
H: 0.06604 -0.42708 -4.51288
H: -1.52641 0.10324 -6.32883
H: -3.33616 1.74071 -5.94177
H: -3.57454 2.84219 -3.74750
H: -1.97071 2.32953 -1.92164
H: 2.68485 -0.98440 -1.44360
H: 4.99675 -0.54224 -2.24304
H: 5.44080 1.36463 -3.74436
H: 3.60787 2.86935 -4.43185
H: 1.30887 2.46179 -3.62340
H: -2.22737 -4.18383 -0.05125
H: -1.87002 -6.55973 -0.64755
H: -0.11951 -7.16981 -2.28030
H: 1.27131 -5.42334 -3.32854
H: 0.91625 -3.03867 -2.74412
H: -3.14063 -0.29093 0.10631
H: -5.20584 0.55359 -1.01228
H: -5.65634 -0.04893 -3.36292
H: -4.07445 -1.47353 -4.61303
H: -2.02398 -2.31026 -3.50811
O: 1.75032 -2.13624 0.63381
C: 1.55284 -3.28374 1.10719
O: 0.68588 -3.41447 2.03014
H: 2.09890 -4.15755 0.74425

As for the gap between HOMO and LUMO (spin up / spin down): 6.2 / 6.5 eV. The spin multiplicity is 2. The charge is +2. The value obtained for the HOMO energy (spin up / spin down) is -11.97 / -12.14 eV. The largest force on an atom comes out at 0.5 eV Å⁻¹. Its expectation value of S² is 0.759.

How is the electron density shared among the atoms? According to Löwdin, the charges in e are: 1.582, 0.981, -0.639, -0.199, -0.660, 0.993, -0.194, -0.001, -0.015, -0.074, -0.052, -0.137, -0.395, -0.286, 0.087, 0.077, 0.119, 0.109, -0.404, 0.833, -0.352, 0.921, -0.343, 0.861, -0.399, -0.305, -0.068, -0.051, -0.039, -0.034, -0.043, -0.309, -0.071, -0.047, -0.040, -0.041, -0.048, -0.329, -0.070, -0.047, -0.042, -0.044, -0.049, -0.322, -0.046, -0.037, -0.038, -0.042, -0.059, -0.334, -0.051, -0.039, -0.039, -0.047, -0.064, -0.320, -0.060, -0.050, -0.049, -0.052, -0.059, 0.115, 0.121, 0.120, 0.119, 0.081, 0.099, 0.118, 0.120, 0.120, 0.112, 0.129, 0.124, 0.123, 0.124, 0.108, 0.102, 0.124, 0.123, 0.122, 0.126, 0.123, 0.121, 0.120, 0.118, 0.105, 0.106, 0.119, 0.121, 0.124, 0.126, -0.129, -0.437, -0.131, 0.159